A single C3H7NO molecule at a distorted geometry, computed with wB97M-V/def2-TZVPD.

* structure (SMILES): NOC1CC1
* LUMO level: 1.2 eV
* relative energy (zero: lowest compared OMol25 entry of this formula, charge and spin): 116.9 kcal/mol
* E: -248.34028 Eh
* orbital gap: 9.549 eV

```
12
C3H7NO (wB97M-V/def2-TZVPD)
N 1.483 -0.274 -1.687
O 0.267 -0.808 -1.101
C 0.145 -0.591 0.227
C -0.572 1.027 0.769
C -1.228 -0.285 0.700
H 2.163 -1.055 -1.618
H 1.848 0.613 -1.286
H 1.078 -0.713 0.772
H -0.922 1.658 -0.094
H -0.486 1.567 1.701
H -1.693 -0.780 1.622
H -2.083 -0.359 -0.005
```


A molecular structure, C3H7NO at a distorted geometry, computed with wB97M-V/def2-TZVPD.

* LUMO level: 0.4 eV
* relative energy (zero: lowest compared OMol25 entry of this formula, charge and spin): 91.5 kcal/mol
* E: -248.38062 Eh
* orbital gap: 9.488 eV

```
12
C3H7NO (wB97M-V/def2-TZVPD)
C 0.339 -0.153 -0.508
C -0.145 1.117 0.046
C -0.833 -0.080 0.385
H 2.294 0.121 -0.491
H 1.915 -1.390 0.220
H 0.126 -0.312 -1.508
H -0.680 1.780 -0.559
H 0.548 1.562 0.800
H -0.768 -0.593 1.455
H -2.405 -1.349 0.345
N 1.638 -0.413 0.085
O -2.028 -0.291 -0.270
```


2 unconnected molecules or ions with the total composition C3H7NO at a distorted geometry, computed with wB97M-V/def2-TZVPD.

* structure (SMILES): CC#N.CO
* LUMO level: 0.5 eV
* relative energy (zero: lowest compared OMol25 entry of this formula, charge and spin): 50.2 kcal/mol
* E: -248.44653 Eh
* orbital gap: 9.979 eV

```
12
C3H7NO (wB97M-V/def2-TZVPD)
C 0.683 -1.895 -0.488
C 0.384 -0.542 -0.917
N 0.053 0.289 -1.662
H 0.740 -2.558 -1.351
H -0.101 -2.253 0.180
H 1.638 -1.905 0.038
C -0.574 1.464 1.073
O -0.798 2.202 -0.054
H -0.197 2.097 1.886
H -1.452 0.896 1.403
H 0.167 0.603 0.779
H -0.542 1.601 -0.887
```


A single C3H7NO molecule, computed with wB97M-V/def2-TZVPD.

* structure (SMILES): C/N=C/CO
* LUMO level: 0.9 eV
* relative energy (zero: lowest compared OMol25 entry of this formula, charge and spin): 60.6 kcal/mol
* E: -248.42988 Eh
* orbital gap: 10.363 eV

```
12
C3H7NO (wB97M-V/def2-TZVPD)
C -1.652 0.631 0.214
N -0.372 0.703 -0.431
C 0.123 -0.422 -0.725
C 1.479 -0.662 -0.112
O 1.857 0.435 0.668
H -1.337 0.402 1.243
H -2.302 -0.196 -0.110
H -2.146 1.594 0.211
H -0.494 -1.280 -1.040
H 1.248 -1.525 0.546
H 2.267 -0.962 -0.805
H 1.216 1.137 0.424
```


2 unconnected molecules or ions with the total composition C3H7NO at a distorted geometry, computed with wB97M-V/def2-TZVPD.

* LUMO level: 0.2 eV
* relative energy (zero: lowest compared OMol25 entry of this formula, charge and spin): 132.4 kcal/mol
* E: -248.31552 Eh
* orbital gap: 9.276 eV

```
12
C3H7NO (wB97M-V/def2-TZVPD)
O 2.008 0.561 0.315
C 1.217 -0.365 -0.284
C -0.227 -0.132 -0.623
C -1.293 -0.098 0.399
N -0.786 1.139 -0.162
H 1.586 0.383 1.183
H 0.934 -0.970 1.293
H 1.739 -0.759 -1.195
H -0.515 -0.520 -1.601
H -0.966 -0.307 1.420
H -2.282 -0.449 0.117
H -1.417 1.516 -0.862
```


A single C3H7NO molecule, computed with wB97M-V/def2-TZVPD.

* structure (SMILES): CNC(C)=O
* LUMO level: 0.9 eV
* relative energy (zero: lowest compared OMol25 entry of this formula, charge and spin): 6.2 kcal/mol
* E: -248.51658 Eh
* orbital gap: 10.554 eV

```
12
C3H7NO (wB97M-V/def2-TZVPD)
C 1.503 -0.023 1.080
N 0.196 0.404 0.632
C -0.255 0.146 -0.633
C -1.751 0.332 -0.814
O 0.470 -0.256 -1.528
H 1.958 -0.582 0.261
H 1.412 -0.674 1.955
H 2.153 0.818 1.340
H -0.445 0.774 1.314
H -2.297 -0.222 -0.042
H -2.030 -0.058 -1.793
H -2.039 1.387 -0.754
```


A single C3H7NO molecule at a distorted geometry, computed with wB97M-V/def2-TZVPD.

* structure (SMILES): C/C=C(\N)O
* LUMO level: 0.7 eV
* relative energy (zero: lowest compared OMol25 entry of this formula, charge and spin): 68.4 kcal/mol
* E: -248.41755 Eh
* orbital gap: 8.280 eV

```
12
C3H7NO (wB97M-V/def2-TZVPD)
C -1.668 0.096 -0.121
C -0.352 0.538 0.487
C 0.874 0.192 -0.053
N 1.161 -1.131 0.092
O 1.878 1.074 -0.267
H -2.357 -0.201 0.673
H -1.549 -0.766 -0.779
H -2.144 0.905 -0.679
H -0.398 1.526 0.931
H 1.703 -1.570 -0.651
H 0.120 -1.295 0.543
H 2.732 0.631 -0.176
```


A single C3H7NO molecule at a distorted geometry, computed with wB97M-V/def2-TZVPD.

* structure (SMILES): C=C(C)ON
* LUMO level: 1.0 eV
* relative energy (zero: lowest compared OMol25 entry of this formula, charge and spin): 105.3 kcal/mol
* E: -248.35873 Eh
* orbital gap: 10.366 eV

```
12
C3H7NO (wB97M-V/def2-TZVPD)
C -1.666 -0.920 0.166
C -0.601 -0.133 0.206
C -0.445 1.277 -0.154
O 0.770 -0.728 -0.285
N 1.971 -0.395 0.400
H -1.566 -2.000 0.149
H -2.657 -0.515 -0.011
H -1.286 1.678 -0.726
H -0.153 1.892 0.700
H 0.482 1.131 -0.862
H 2.453 -1.266 0.628
H 2.698 -0.021 -0.211
```


2 unconnected molecules or ions with the total composition C3H7NO at a distorted geometry, computed with wB97M-V/def2-TZVPD.

* LUMO level: -2.1 eV
* relative energy (zero: lowest compared OMol25 entry of this formula, charge and spin): 146.0 kcal/mol
* E: -248.29390 Eh
* orbital gap: 7.094 eV

```
12
C3H7NO (wB97M-V/def2-TZVPD)
C 1.254 0.905 -0.069
N 0.814 -0.777 -0.410
C -2.162 -0.332 -0.341
C 1.747 -0.445 0.516
O 0.608 1.678 0.587
H 1.765 1.326 -0.948
H -2.225 0.500 0.379
H -1.540 0.161 -1.090
H -1.526 -1.149 -0.008
H 1.615 -0.571 1.608
H -3.154 -0.769 -0.446
H 2.804 -0.529 0.221
```


2 unconnected molecules or ions with the total composition C3H7NO at a distorted geometry, computed with wB97M-V/def2-TZVPD.

* structure (SMILES): C=CN=C.O
* LUMO level: 0.3 eV
* relative energy (zero: lowest compared OMol25 entry of this formula, charge and spin): 75.7 kcal/mol
* E: -248.40591 Eh
* orbital gap: 9.586 eV

```
12
C3H7NO (wB97M-V/def2-TZVPD)
C -0.335 2.101 -0.781
C 0.117 0.879 -0.410
N 0.155 -0.014 0.695
C 1.252 -0.163 1.433
H -0.925 2.850 -0.206
H -0.120 2.405 -1.864
H 0.385 0.257 -1.300
H 2.311 0.122 1.081
H 1.237 -1.069 2.050
O -1.098 -2.738 -0.175
H -2.011 -2.819 -0.622
H -0.969 -1.811 0.100
```